(1)
The following is a DFT calculation (the ωB97M-V functional and the def2-TZVPD basis) of a structure of composition C22H33AsFN3O4STc.

Cartesian coordinates (Å):
1 Tc -0.671 -0.469 -3.456
2 C 4.268 0.127 2.452
3 C 3.573 -1.170 2.079
4 N 2.420 -0.936 1.161
5 C 2.619 -1.099 -0.129
6 C 1.630 -0.912 -1.094
7 C 2.049 -1.181 -2.477
8 O 3.123 -1.502 -2.844
9 O 1.043 -0.985 -3.464
10 C 0.345 -0.535 -0.682
11 O -0.663 -0.374 -1.512
12 C 0.127 -0.333 0.709
13 C -1.124 0.066 1.216
14 C -1.315 0.240 2.547
15 F -2.537 0.622 2.939
16 C -0.291 0.036 3.525
17 C 0.953 -0.334 3.001
18 C 1.170 -0.531 1.636
19 N -0.520 0.190 4.868
20 C -1.829 0.600 5.419
21 C -1.819 0.616 6.939
22 N -0.662 1.426 7.449
23 C 0.668 0.929 6.900
24 C 0.448 -0.191 5.891
25 H 5.102 -0.094 3.116
26 H 3.600 0.823 2.959
27 H 4.671 0.622 1.568
28 H 3.201 -1.721 2.939
29 H 4.248 -1.842 1.554
30 H 3.608 -1.411 -0.442
31 H -1.962 0.237 0.555
32 H 1.789 -0.470 3.662
33 H -2.620 -0.090 5.128
34 H -2.098 1.588 5.044
35 H -1.734 -0.377 7.373
36 H -2.740 1.068 7.303
37 H -0.655 1.405 8.472
38 H -0.796 2.407 7.195
39 H 1.267 0.574 7.737
40 H 1.168 1.781 6.446
41 H 0.124 -1.107 6.392
42 H 1.417 -0.418 5.464
43 C -2.556 -3.792 -3.456
44 C -3.090 -2.457 -3.790
45 C -4.517 -2.264 -4.086
46 O -2.319 -1.453 -3.813
47 H -3.178 -4.587 -3.864
48 H -2.589 -3.890 -2.363
49 H -1.521 -3.902 -3.777
50 H -5.093 -2.612 -3.219
51 H -4.809 -2.931 -4.902
52 H -4.762 -1.231 -4.313
53 C -1.073 1.596 -7.353
54 As 0.108 2.133 -5.936
55 C 0.268 4.045 -5.856
56 C 1.827 1.284 -6.081
57 S -0.799 1.657 -3.899
58 H -0.615 1.927 -8.288
59 H -2.039 2.082 -7.227
60 H -1.183 0.514 -7.371
61 H 0.559 4.390 -6.849
62 H 1.032 4.316 -5.129
63 H -0.694 4.478 -5.585
64 H 2.265 1.633 -7.018
65 H 1.727 0.200 -6.113
66 H 2.457 1.588 -5.248

Summary:
E_HOMO (alpha / beta) ... -18.09 / -18.09 eV
Electronic energy ... -4136.593817 Ha
Molecular weight ... 627.51 u
<S²> ... 0.76
2S+1 ... 2
Total charge ... +4


(2)
The following is a DFT calculation (the ωB97M-V functional and the def2-TZVPD basis) of a structure of composition C22H33CrN2OP3 in a non-equilibrium geometry.

Cartesian coordinates (Å):
1 Cr 0.222 0.153 -0.578
2 P 1.128 2.282 -0.477
3 P 2.058 -1.181 -0.255
4 N -1.440 1.048 -1.373
5 N -0.679 -1.445 -1.365
6 H -3.204 0.466 -2.468
7 H -2.643 -2.066 -1.897
8 H -3.156 -0.077 -0.766
9 C -2.543 0.097 -1.669
10 H -1.776 -1.239 -3.198
11 C -1.933 -1.245 -2.097
12 H -2.120 2.754 -2.375
13 H -0.447 -3.490 -1.836
14 C -1.330 2.252 -1.800
15 C 0.018 -2.588 -1.402
16 H -0.388 4.049 -1.039
17 C -0.123 3.121 -1.570
18 H 0.385 3.435 -2.499
19 H 3.238 -1.215 -1.018
20 H 2.512 -1.609 1.020
21 H 2.341 2.715 -1.039
22 H 0.993 3.186 0.594
23 O 1.383 0.482 -2.318
24 C 1.002 0.226 -3.644
25 C 1.325 1.406 -4.553
26 C 1.700 -1.044 -4.110
27 H -0.104 0.084 -3.679
28 H 0.694 2.267 -4.307
29 H 2.385 1.689 -4.481
30 H 1.112 1.110 -5.588
31 H 1.486 -1.890 -3.446
32 H 1.377 -1.306 -5.126
33 H 2.785 -0.874 -4.126
34 C 1.293 -2.673 -0.846
35 H 1.759 -3.654 -0.750
36 C -2.516 -0.338 2.497
37 P -0.950 -0.141 1.562
38 C -0.420 1.386 2.434
39 C 0.883 1.610 2.898
40 C 1.198 2.837 3.492
41 C 0.250 3.863 3.550
42 C -1.019 3.672 2.990
43 C -1.344 2.449 2.409
44 C -0.260 -1.714 2.249
45 C -0.812 -2.897 1.719
46 C -0.318 -4.135 2.108
47 C 0.659 -4.215 3.112
48 C 1.150 -3.040 3.695
49 C 0.695 -1.789 3.265
50 H -3.235 0.480 2.372
51 H -2.200 -0.360 3.560
52 H -3.020 -1.292 2.275
53 H 1.656 0.844 2.779
54 H 2.191 2.996 3.905
55 H 0.498 4.817 4.017
56 H -1.752 4.477 2.995
57 H -2.324 2.323 1.930
58 H -1.622 -2.849 0.973
59 H -0.702 -5.043 1.646
60 H 1.019 -5.187 3.445
61 H 1.895 -3.099 4.484
62 H 1.087 -0.878 3.720

Summary:
Energy above the lowest of the compared OMol25 structures with the same formula, charge and spin ... 0.0 kJ/mol
E_HOMO (alpha / beta) ... -14.58 / -14.64 eV
Electronic energy ... -3110.787601 Ha
Molecular weight ... 486.44 u
<S²> ... 6.08
2S+1 ... 5
Total charge ... +2


(3)
The following is a DFT calculation (the ωB97M-V functional and the def2-TZVPD basis) of a structure of composition C22H33CuN2O5PS in a non-equilibrium geometry.

Cartesian coordinates (Å):
1 C 0.837 2.218 2.713
2 C 0.381 1.993 4.218
3 C -0.137 0.512 4.512
4 O 0.455 -0.463 3.624
5 C -0.539 -1.386 3.145
6 C -1.127 -0.756 1.820
7 C -0.303 -0.447 0.650
8 C 1.225 -0.757 0.595
9 C 1.622 -2.210 1.058
10 O 2.933 -2.570 0.592
11 C 3.620 -3.331 1.612
12 C 5.036 -3.836 1.127
13 C -0.962 0.213 -0.582
14 P -0.033 0.712 -2.119
15 C 1.541 1.661 -1.746
16 C 1.957 2.451 -3.080
17 C 0.250 -0.725 -3.295
18 C -0.247 -2.122 -2.694
19 C -2.410 0.510 -0.579
20 C -3.191 1.212 -1.742
21 C -3.127 0.473 -3.128
22 O -3.710 -0.539 -3.375
23 O -2.349 1.105 -4.149
24 C -2.872 2.380 -4.468
25 C -2.237 3.731 -3.941
26 O -3.819 2.494 -5.202
27 C -3.237 0.146 0.642
28 N -4.604 0.328 0.842
29 S -4.921 -0.266 2.372
30 N -3.438 -0.804 2.945
31 C -2.621 -0.496 1.860
32 H 1.801 1.663 2.569
33 H 1.033 3.301 2.466
34 H 0.000 1.873 2.051
35 H 1.274 2.208 4.863
36 H -0.435 2.748 4.416
37 H -1.263 0.557 4.444
38 H 0.123 0.314 5.599
39 H -0.098 -2.428 2.910
40 H -1.325 -1.495 3.945
41 H 1.621 -0.646 -0.460
42 H 1.742 0.056 1.189
43 H 0.846 -2.994 0.802
44 H 1.693 -2.209 2.196
45 H 2.922 -4.188 1.888
46 H 3.789 -2.722 2.552
47 H 5.667 -3.993 2.050
48 H 5.565 -3.083 0.473
49 H 4.934 -4.828 0.617
50 H 2.419 0.973 -1.528
51 H 1.458 2.401 -0.905
52 H 1.114 3.151 -3.316
53 H 2.036 1.700 -3.922
54 H 2.928 2.968 -2.867
55 H 1.302 -0.792 -3.693
56 H -0.410 -0.527 -4.193
57 H 0.250 -3.007 -3.187
58 H -1.363 -2.153 -2.875
59 H -0.111 -2.199 -1.581
60 H -2.852 2.285 -1.774
61 H -4.286 1.249 -1.455
62 H -2.120 4.492 -4.752
63 H -3.002 4.146 -3.212
64 H -1.303 3.564 -3.335
65 Cu 0.075 -3.814 3.797

Summary:
E_HOMO ... -10.00 eV
Electronic energy ... -3723.320940 Ha
Molecular weight ... 532.10 u
Total charge ... +1


(4)
The following is a DFT calculation (the ωB97M-V functional and the def2-TZVPD basis) of the molecule C22H33N3O2.

Cartesian coordinates (Å):
1 O 2.359 -1.256 1.538
2 C 1.160 -1.085 1.440
3 N 0.366 -0.744 2.465
4 C 0.868 -0.427 3.782
5 C 0.181 0.824 4.325
6 C -1.324 0.611 4.517
7 N -2.024 0.442 3.245
8 C -2.337 1.712 2.599
9 C -3.690 2.347 2.950
10 C -4.806 1.887 2.014
11 C -5.213 0.429 2.210
12 C -4.049 -0.561 2.146
13 C -3.138 -0.491 3.372
14 C 0.390 -1.285 0.123
15 C -0.272 0.015 -0.348
16 C 0.643 0.543 -1.447
17 O 0.588 1.641 -1.957
18 N 1.517 -0.430 -1.760
19 C 2.552 -0.275 -2.745
20 C 2.259 -1.064 -4.032
21 C 3.327 -0.796 -5.052
22 C 3.251 0.326 -5.868
23 C 4.249 0.597 -6.786
24 C 5.339 -0.250 -6.898
25 C 5.425 -1.368 -6.086
26 C 4.426 -1.637 -5.168
27 C 1.354 -1.652 -1.012
28 H -0.622 -0.531 2.347
29 H 0.685 -1.271 4.459
30 H 1.949 -0.281 3.701
31 H 0.622 1.079 5.290
32 H 0.361 1.656 3.642
33 H -1.743 1.450 5.094
34 H -1.465 -0.297 5.109
35 H -2.296 1.569 1.515
36 H -1.535 2.406 2.858
37 H -3.951 2.128 3.987
38 H -3.593 3.431 2.860
39 H -4.477 2.036 0.982
40 H -5.686 2.515 2.171
41 H -5.941 0.168 1.438
42 H -5.710 0.319 3.177
43 H -3.466 -0.407 1.238
44 H -4.468 -1.569 2.100
45 H -3.759 -0.264 4.254
46 H -2.690 -1.478 3.540
47 H -0.346 -2.074 0.294
48 H -1.261 -0.160 -0.777
49 H -0.367 0.763 0.438
50 H 3.507 -0.600 -2.320
51 H 2.609 0.792 -2.978
52 H 1.285 -0.752 -4.415
53 H 2.220 -2.131 -3.802
54 H 2.402 0.988 -5.782
55 H 4.177 1.471 -7.417
56 H 6.119 -0.040 -7.616
57 H 6.274 -2.032 -6.168
58 H 4.497 -2.512 -4.536
59 H 0.950 -2.448 -1.649
60 H 2.317 -1.974 -0.600

Summary:
Energy above the lowest of the compared OMol25 structures with the same formula, charge and spin ... 68.9 kJ/mol
E_HOMO ... -8.82 eV
Electronic energy ... -1172.905944 Ha
Molecular weight ... 371.52 u
Total charge ... 0
Structure (SMILES) ... O=C(NCCCN1CCCCCC1)[C@H]1CC(=O)N(CCc2ccccc2)C1


(5)
The following is a DFT calculation (the ωB97M-V functional and the def2-TZVPD basis) of the ion C22H33N3O2 with charge +2 in a non-equilibrium geometry.

Cartesian coordinates (Å):
1 C -0.291 4.559 0.957
2 C -1.662 3.717 1.130
3 O -2.475 4.168 1.979
4 O -1.933 2.510 0.376
5 C -2.806 2.810 -0.761
6 C -3.438 1.466 -1.434
7 C -3.595 1.638 -3.031
8 C -3.099 0.371 -3.890
9 C -2.355 0.929 -5.203
10 C -0.804 0.521 -5.317
11 N -0.165 0.438 -3.943
12 C 0.133 -0.896 -3.471
13 C 0.740 -1.120 -2.068
14 C 0.992 0.184 -1.212
15 C 1.577 -0.090 0.264
16 C 1.052 0.624 1.535
17 C 1.717 0.186 2.891
18 N 2.731 -0.829 2.892
19 C 3.296 -1.237 4.236
20 C 2.776 -2.744 4.531
21 C 1.293 -3.047 3.997
22 C 0.803 -4.563 4.354
23 N 1.725 -5.565 3.681
24 C 3.263 -1.501 1.739
25 C 2.716 -1.183 0.326
26 C 0.685 1.599 -1.764
27 C 0.073 1.650 -3.211
28 H 0.493 4.272 1.738
29 H 0.140 4.441 -0.095
30 H -0.516 5.679 1.111
31 H -2.179 3.418 -1.512
32 H -3.669 3.461 -0.359
33 H -4.504 1.399 -0.997
34 H -2.869 0.532 -1.106
35 H -4.720 1.784 -3.261
36 H -3.078 2.617 -3.315
37 H -4.025 -0.212 -4.266
38 H -2.493 -0.373 -3.272
39 H -2.874 0.512 -6.148
40 H -2.406 2.078 -5.307
41 H -0.749 -0.524 -5.810
42 H -0.216 1.240 -6.002
43 H -0.078 -1.824 -4.113
44 H 0.962 -2.165 -1.670
45 H 0.214 1.409 1.476
46 H 1.375 0.634 3.889
47 H 4.430 -1.290 4.102
48 H 2.956 -0.525 5.064
49 H 3.471 -3.538 4.084
50 H 2.779 -2.913 5.668
51 H 1.153 -2.938 2.869
52 H 0.551 -2.359 4.557
53 H -0.233 -4.735 3.890
54 H 0.757 -4.736 5.496
55 H 2.321 -5.042 3.026
56 H 2.274 -6.085 4.377
57 H 4.076 -2.312 1.804
58 H 3.074 -1.678 -0.643
59 H 0.860 2.548 -1.135
60 H -0.225 2.628 -3.723

Summary:
E_HOMO ... -13.54 eV
Electronic energy ... -1171.935000 Ha
Molecular weight ... 371.52 u
Total charge ... +2


(6)
The following is a DFT calculation (the ωB97M-V functional and the def2-TZVPD basis) of a structure of composition C22H34AsNO5ReSi2 in a non-equilibrium geometry.

Cartesian coordinates (Å):
1 Re -0.494 0.745 -0.842
2 O -0.463 0.962 1.219
3 C 0.769 1.167 1.990
4 C 1.467 -0.128 2.319
5 C 1.688 -1.053 1.111
6 C 2.341 -0.399 -0.077
7 C 3.707 -0.531 -0.276
8 C 4.317 0.025 -1.387
9 C 3.533 0.710 -2.304
10 C 2.185 0.819 -2.059
11 N 1.579 0.290 -0.969
12 H -1.195 0.657 1.771
13 H 0.499 1.719 2.889
14 H 1.380 1.814 1.362
15 H 0.908 -0.677 3.079
16 H 2.424 0.147 2.770
17 H 0.736 -1.481 0.798
18 H 2.319 -1.880 1.432
19 H 4.286 -1.089 0.447
20 H 5.383 -0.081 -1.537
21 H 3.952 1.158 -3.193
22 H 1.549 1.360 -2.746
23 C 0.197 -1.660 -4.275
24 Si -0.265 -2.789 -2.873
25 C 1.223 -3.516 -2.032
26 C -1.520 -4.067 -3.351
27 As -1.374 -1.427 -1.179
28 Si -3.790 -1.678 -0.986
29 C -4.050 -3.496 -0.749
30 C -4.511 -1.003 -2.553
31 C -4.190 -0.643 0.506
32 H 0.522 -2.275 -5.119
33 H 1.029 -1.005 -4.007
34 H -0.638 -1.046 -4.613
35 H 1.747 -4.163 -2.741
36 H 0.954 -4.122 -1.166
37 H 1.924 -2.742 -1.716
38 H -1.087 -4.708 -4.124
39 H -2.424 -3.617 -3.765
40 H -1.795 -4.705 -2.511
41 H -3.899 -4.047 -1.677
42 H -5.086 -3.662 -0.436
43 H -3.404 -3.916 0.023
44 H -4.216 -1.578 -3.431
45 H -4.219 0.039 -2.705
46 H -5.602 -1.040 -2.482
47 H -3.946 -1.146 1.443
48 H -5.264 -0.436 0.516
49 H -3.677 0.318 0.458
50 O -0.464 2.378 -1.929
51 C -1.696 2.774 -1.546
52 O -2.269 1.895 -0.826
53 C -2.200 4.052 -1.907
54 C -3.483 4.410 -1.471
55 C -4.033 5.638 -1.802
56 C -3.249 6.474 -2.571
57 O -3.558 7.694 -3.011
58 C -2.424 8.180 -3.755
59 O -1.446 7.135 -3.743
60 C -1.966 6.123 -3.009
61 C -1.408 4.923 -2.699
62 H -4.047 3.711 -0.870
63 H -5.020 5.936 -1.481
64 H -2.027 9.066 -3.263
65 H -2.731 8.390 -4.777
66 H -0.420 4.645 -3.035

Summary:
Energy above the lowest of the compared OMol25 structures with the same formula, charge and spin ... 31.4 kJ/mol
E_HOMO (alpha / beta) ... -13.17 / -13.19 eV
Electronic energy ... -4182.249277 Ha
Molecular weight ... 709.82 u
<S²> ... 0.84
2S+1 ... 2
Total charge ... +2